1.
{"formula": "C22H35F13N2O32S8Zr", "method": "wB97M-V/def2-TZVPD", "molar_mass_da": 1434.2, "multiplicity": 1, "max_force_ev_per_a": 9.4, "homo_ev": -10.33, "homo_lumo_gap_ha": 0.127, "symbols": ["Zr", "N", "S", "O", "O", "F", "S", "O", "O", "F", "N", "S", "O", "O", "F", "S", "O", "O", "F", "O", "C", "C", "O", "H", "H", "H", "H", "C", "C", "O", "C", "O", "C", "F", "F", "F", "H", "H", "H", "H", "H", "C", "C", "O", "C", "O", "C", "F", "F", "F", "H", "H", "H", "H", "H", "C", "C", "O", "C", "O", "C", "F", "F", "F", "H", "H", "H", "H", "H", "C", "C", "O", "S", "O", "O", "O", "H", "H", "H", "H", "C", "C", "O", "S", "O", "O", "O", "H", "H", "H", "H", "C", "C", "O", "S", "O", "O", "O", "H", "H", "H", "H", "C", "C", "O", "S", "O", "O", "O", "H", "H", "H", "H"], "coordinates": [[-2.2829, -3.1765, -0.0574], [-2.0840, -3.8087, -3.2371], [-1.0960, -3.6245, -4.4543], [-1.3671, -2.4861, -5.3050], [-0.2983, -4.7890, -4.9071], [-0.0279, -3.0849, -3.2784], [-3.1034, -4.7732, -4.3445], [-2.9734, -6.1932, -4.1236], [-3.3749, -4.3650, -5.6926], [-4.5339, -4.6087, -3.5992], [-0.8448, -0.1937, -0.0051], [0.4293, 0.5289, 0.9872], [0.0330, 1.4018, 2.0889], [1.8355, 0.4261, 0.5524], [0.4755, -0.9283, 1.7390], [-0.6408, 1.1827, -0.8093], [0.5371, 1.3030, -1.6246], [-1.3681, 2.3608, -0.3083], [-1.7004, 0.5646, -1.8824], [-3.1124, -3.7933, 2.9717], [-3.7347, -4.9782, 3.5161], [-4.1037, -6.0764, 2.4033], [-3.6012, -5.8541, 1.1094], [-3.0596, -5.4691, 4.2170], [-4.5267, -4.6548, 4.1916], [-5.1909, -6.0858, 2.3254], [-3.8554, -7.0763, 2.7592], [-7.0509, -0.4524, 2.5621], [-6.2712, 0.5194, 1.7876], [-6.7489, 0.4445, 0.4353], [-6.2391, -0.4291, -0.4933], [-5.3828, -1.3167, -0.2825], [-6.9108, -0.2563, -1.9281], [-7.4247, 0.8972, -2.0692], [-5.9657, -0.3148, -2.9008], [-7.8118, -1.1872, -2.0744], [-6.7714, -0.4290, 3.6154], [-7.0883, -1.4589, 2.1454], [-8.0553, -0.0302, 2.5313], [-5.2014, 0.3363, 1.8880], [-6.4100, 1.5333, 2.1629], [2.5624, -6.2165, 4.3400], [1.7589, -5.6946, 3.1120], [2.6417, -5.6814, 1.9864], [2.3042, -5.0349, 0.8953], [1.1784, -4.6169, 0.6931], [3.5391, -4.7221, -0.0376], [3.9069, -3.4380, 0.0552], [4.5938, -5.4343, 0.3244], [3.1473, -5.1265, -1.2995], [3.5011, -5.7128, 4.5707], [2.8524, -7.2650, 4.2732], [1.8960, -6.2264, 5.2025], [1.4182, -4.6770, 3.3034], [0.8234, -6.2205, 2.9216], [-2.5004, 3.8749, -6.8321], [-4.0539, 3.6507, -6.7922], [-4.6150, 4.7348, -7.5388], [-5.9995, 5.0036, -7.3607], [-6.8236, 4.2668, -6.8927], [-6.4080, 6.3737, -7.8438], [-6.5477, 6.3233, -9.2032], [-7.5274, 6.8039, -7.2199], [-5.4227, 7.2683, -7.6660], [-2.2273, 4.8085, -6.3404], [-2.1013, 4.1227, -7.8157], [-1.9808, 3.0499, -6.3447], [-4.3927, 3.6768, -5.7565], [-4.2880, 2.6765, -7.2215], [5.6118, 1.3459, -3.4630], [6.4822, 2.6848, -3.5511], [6.4074, 2.9465, -4.9281], [4.7948, 2.8288, -5.4208], [4.7115, 2.3531, -6.8155], [4.0990, 4.0554, -4.9338], [4.5357, 1.5050, -4.4262], [5.2812, 1.1353, -2.4459], [6.0421, 0.4566, -3.9236], [7.5461, 2.6132, -3.3251], [6.0745, 3.4569, -2.8986], [8.3899, 0.5066, 3.1668], [7.2804, 0.3150, 2.1208], [7.1797, 1.5430, 1.3648], [8.2605, 2.7162, 1.8597], [7.6453, 3.5117, 2.8975], [8.8861, 3.3374, 0.6549], [9.2093, 1.5370, 2.5842], [9.1262, -0.2969, 3.1486], [8.0704, 0.8389, 4.1545], [6.3237, 0.1226, 2.6064], [7.3597, -0.5303, 1.4372], [2.1488, 6.1304, 2.0421], [3.2353, 5.3850, 1.2618], [2.9162, 5.3460, -0.1235], [1.6365, 6.3254, -0.5074], [0.6747, 5.7428, -1.4560], [2.0278, 7.7256, -0.6870], [1.0871, 6.1117, 1.0730], [2.4141, 7.1679, 2.2452], [1.9119, 5.5993, 2.9640], [3.3919, 4.4726, 1.8372], [4.2157, 5.8570, 1.3254], [-1.0623, -1.4752, 7.6718], [-0.4308, -1.1107, 9.0168], [0.9797, -1.1357, 8.8825], [1.5011, -1.5167, 7.3678], [2.6332, -2.4606, 7.4887], [1.6767, -0.3091, 6.5308], [0.0077, -2.2602, 7.1724], [-1.2403, -0.5921, 7.0582], [-1.9226, -2.1425, 7.7235], [-0.6801, -1.8770, 9.7508], [-0.7728, -0.1392, 9.3737]], "mulliken_charge": [2.25, -0.14, 0.89, -0.50, -0.52, -0.33, 0.99, -0.58, -0.48, -0.28, -0.04, 0.73, -0.52, -0.46, -0.32, 0.91, -0.45, -0.53, -0.34, -0.50, -0.28, -0.33, -0.46, 0.31, 0.35, 0.33, 0.34, -1.09, -0.10, -0.25, 0.38, -0.59, 0.82, -0.23, -0.22, -0.23, 0.37, 0.29, 0.31, 0.22, 0.30, -1.24, -0.12, -0.22, 0.40, -0.58, 0.83, -0.21, -0.23, -0.23, 0.32, 0.35, 0.37, 0.27, 0.26, -1.19, -0.15, -0.24, 0.28, -0.48, 0.88, -0.24, -0.22, -0.24, 0.32, 0.32, 0.36, 0.31, 0.27, -0.27, -0.26, -0.33, 1.06, -0.51, -0.50, -0.28, 0.29, 0.26, 0.29, 0.25, -0.28, -0.24, -0.26, 1.08, -0.52, -0.51, -0.37, 0.25, 0.28, 0.27, 0.30, -0.26, -0.29, -0.22, 1.05, -0.45, -0.55, -0.39, 0.28, 0.31, 0.27, 0.27, -0.26, -0.29, -0.31, 1.06, -0.51, -0.48, -0.30, 0.26, 0.27, 0.27, 0.28]}

2.
{"formula": "C22H35F2N5O6P2Ru", "method": "wB97M-V/def2-TZVPD", "molar_mass_da": 666.6, "multiplicity": 2, "max_force_ev_per_a": 1.1, "charge": 1, "relative_energy_kj_mol": 0.0, "homo_ev": [-10.99, -10.85], "homo_lumo_gap_ha": [0.307, 0.293], "symbols": ["Ru", "C", "N", "C", "P", "O", "O", "P", "O", "N", "C", "C", "N", "C", "C", "N", "C", "C", "H", "H", "H", "H", "H", "H", "H", "H", "H", "H", "H", "H", "H", "H", "H", "H", "H", "H", "H", "H", "H", "H", "H", "H", "C", "C", "C", "C", "C", "C", "C", "F", "C", "C", "C", "O", "C", "C", "N", "C", "C", "O", "O", "H", "H", "H", "H", "H", "H", "H", "H", "H", "H", "H", "F"], "coordinates": [[-0.3806, -0.6536, -1.3040], [1.2673, 0.8112, 2.0610], [2.1566, -0.3071, 1.7123], [2.1725, -1.4061, 2.6715], [2.5979, -0.4591, 0.1522], [1.6370, 0.0633, -0.8774], [2.8266, -2.0640, -0.0567], [1.6335, -3.0301, -0.5666], [0.3220, -2.3706, -0.2577], [1.9479, -4.4371, 0.1590], [2.9411, -4.6878, 1.1964], [0.9452, -5.4961, -0.0077], [1.7695, -3.2224, -2.1774], [1.0294, -2.3293, -3.0730], [3.0146, -3.7527, -2.7300], [4.0529, 0.2208, -0.0686], [5.1262, -0.0445, 0.8850], [4.5068, 0.5535, -1.4211], [1.3278, 0.9619, 3.1380], [0.2352, 0.6128, 1.7841], [1.6009, 1.7252, 1.5711], [2.3996, -1.0072, 3.6602], [2.9451, -2.1262, 2.4164], [1.2068, -1.9198, 2.7132], [3.6832, -3.8959, 1.2144], [3.4484, -5.6286, 0.9781], [2.4703, -4.7686, 2.1790], [0.2335, -5.2268, -0.7863], [0.3975, -5.6473, 0.9238], [1.4370, -6.4270, -0.2916], [-0.0199, -2.2699, -2.7673], [1.0169, -2.7644, -4.0710], [1.4852, -1.3340, -3.1476], [3.4530, -4.4683, -2.0366], [3.7384, -2.9562, -2.9247], [2.8004, -4.2681, -3.6655], [4.7207, -0.1347, 1.8910], [5.8213, 0.7944, 0.8750], [5.6754, -0.9558, 0.6299], [3.6507, 0.7129, -2.0704], [5.1381, -0.2394, -1.8326], [5.0877, 1.4746, -1.3793], [-7.0920, 2.2361, -1.6458], [-6.7976, 1.5858, -0.3006], [-7.2441, 2.4092, 0.8968], [-6.4653, 3.7135, 0.9724], [-4.9852, 3.4400, 0.9530], [-4.0912, 4.3311, 1.4952], [-2.7240, 4.0574, 1.4827], [-1.8957, 4.9680, 2.0113], [-2.2161, 2.9048, 0.9629], [-3.1071, 1.9730, 0.4102], [-2.5959, 0.7409, -0.1608], [-1.3455, 0.5123, -0.0153], [-3.5172, -0.1216, -0.7694], [-4.8554, 0.2097, -0.7327], [-5.3397, 1.3161, -0.1874], [-4.4821, 2.2453, 0.3915], [-3.1902, -1.4276, -1.4398], [-4.0704, -2.2360, -1.6257], [-1.9613, -1.5994, -1.8586], [-8.1543, 2.4684, -1.7209], [-6.8318, 1.5647, -2.4639], [-6.5261, 3.1587, -1.7757], [-7.2764, 0.6075, -0.2559], [-7.0814, 1.8292, 1.8084], [-8.3145, 2.5956, 0.8156], [-6.7207, 4.2608, 1.8795], [-6.7299, 4.3626, 0.1339], [-4.4357, 5.2558, 1.9406], [-1.1547, 2.7082, 0.9584], [-5.5672, -0.4838, -1.1634], [-0.5756, 0.7333, -2.5360]], "mulliken_charge": [1.55, -1.25, 0.51, -0.88, 0.79, -0.97, -0.32, -0.12, -0.67, 0.52, -0.81, -1.03, 0.44, -0.68, -0.97, 0.14, -0.97, -1.01, 0.44, 0.39, 0.38, 0.43, 0.22, 0.32, 0.19, 0.34, 0.29, 0.32, 0.36, 0.36, 0.22, 0.44, 0.28, 0.32, 0.29, 0.37, 0.25, 0.39, 0.29, 0.28, 0.32, 0.37, -1.34, -0.27, -1.05, -1.12, 0.97, -0.71, 0.05, -0.35, -1.20, 0.46, 1.78, -0.94, -0.08, -0.49, 0.10, -0.26, 0.29, -0.66, -0.61, 0.38, 0.40, 0.38, 0.50, 0.36, 0.43, 0.48, 0.35, 0.55, 0.64, 0.60, -0.70]}

3.
{"formula": "C22H35HfNO4P2", "method": "wB97M-V/def2-TZVPD", "molar_mass_da": 618.0, "multiplicity": 1, "max_force_ev_per_a": 6.5, "charge": 2, "relative_energy_kj_mol": 644.3, "homo_ev": [-14.18, -14.18], "homo_lumo_gap_ha": [0.125, 0.125], "symbols": ["P", "P", "C", "C", "H", "H", "H", "H", "C", "H", "H", "H", "C", "H", "H", "H", "C", "H", "H", "H", "C", "H", "H", "H", "Hf", "C", "C", "C", "C", "C", "C", "C", "C", "C", "H", "H", "H", "H", "H", "H", "H", "H", "H", "H", "H", "H", "H", "H", "H", "O", "C", "O", "C", "C", "C", "C", "C", "C", "N", "O", "O", "H", "H", "H", "H"], "coordinates": [[-0.2509, 0.8871, 0.4304], [1.1071, 2.3280, -0.3373], [2.1191, 3.1255, 2.0144], [1.5007, 3.7385, 0.7678], [3.1660, 2.8286, 1.8314], [2.1344, 3.8402, 2.8457], [0.5648, 4.3281, 0.9211], [2.1818, 4.2852, 0.1050], [2.7100, 1.9146, -1.0980], [2.7568, 0.9138, -1.5297], [3.5109, 1.9742, -0.3554], [2.9594, 2.6108, -1.9068], [0.3132, 3.3548, -1.6814], [0.8539, 4.3153, -1.7926], [-0.7409, 3.6180, -1.5040], [0.3398, 2.8810, -2.6742], [2.0561, 1.3622, 4.5431], [1.8013, 0.4971, 5.1848], [1.7989, 2.2332, 5.1747], [3.1614, 1.3860, 4.4473], [-1.7552, 1.9943, 0.3140], [-2.3233, 1.8127, -0.5955], [-1.4932, 3.0534, 0.3199], [-2.4125, 1.8141, 1.1630], [0.8440, 1.1984, 2.4461], [-1.6398, -1.7583, -4.2574], [-0.3722, -1.6142, -4.6774], [0.3539, -0.3243, -5.0843], [0.7290, 0.7169, -4.0399], [0.4332, 0.2378, -2.6738], [-0.8198, 0.1844, -2.1826], [-1.9887, 0.5466, -3.1003], [-2.6152, -0.7324, -3.6977], [-0.6977, 2.3462, 3.5087], [-2.0968, -2.7591, -4.3221], [0.2465, -2.5235, -4.7491], [-0.2615, 0.1899, -5.8206], [1.2850, -0.6338, -5.5609], [1.7698, 1.0520, -4.0739], [0.1722, 1.6352, -4.1737], [1.2532, -0.1053, -2.0177], [-1.1344, -0.2904, -1.2478], [-1.6277, 1.1025, -3.9807], [-2.7923, 1.1607, -2.6225], [-3.2583, -1.2251, -2.9549], [-3.2984, -0.4018, -4.4913], [-1.6960, 1.9108, 3.3932], [-0.7806, 3.4066, 3.2408], [-0.4650, 2.3108, 4.5837], [1.4869, -0.9409, 2.6595], [0.3011, -1.4018, 2.8558], [-0.6093, -0.5216, 3.0293], [-0.0316, -2.8957, 2.8027], [-0.8652, -3.4711, 3.7929], [-1.2487, -4.8071, 3.6542], [-0.8307, -5.5436, 2.5228], [-0.0644, -4.9385, 1.5008], [0.3908, -3.6331, 1.6816], [-1.3008, -6.8773, 2.3479], [-1.9492, -7.4383, 3.2598], [-1.0309, -7.4422, 1.2588], [-1.1855, -2.8695, 4.6573], [-1.8646, -5.2871, 4.4122], [0.1636, -5.5015, 0.5947], [1.0367, -3.1577, 0.9383]], "mulliken_charge": [0.52, 0.79, -1.30, -0.51, 0.48, 0.48, 0.38, 0.54, -1.48, 0.37, 0.42, 0.49, -1.02, 0.53, 0.41, 0.09, -1.23, 0.36, 0.43, 0.39, -1.07, 0.15, 0.44, 0.50, 1.43, -0.46, -0.37, -0.86, -1.45, -0.02, -0.77, -0.81, -0.86, -1.32, 0.37, 0.37, 0.37, 0.35, 0.47, 0.53, 0.76, 1.21, 0.27, 0.33, 0.43, 0.41, 0.35, 0.33, 0.45, -0.81, 0.79, -0.68, 0.37, -0.42, -0.48, -0.02, -0.47, -0.62, 0.89, -0.54, -0.55, 0.44, 0.48, 0.47, 0.45]}

4.
{"formula": "C22H35N3O4S", "method": "wB97M-V/def2-TZVPD", "molar_mass_da": 437.6, "smiles": "CCCCNC(=O)CNC(=S)N(Cc1cc(OC)c(OC)c(OC)c1)C1CCCC1", "multiplicity": 1, "max_force_ev_per_a": 1.0, "relative_energy_kj_mol": 252.5, "homo_ev": -7.94, "homo_lumo_gap_ha": 0.311, "symbols": ["C", "C", "C", "C", "N", "C", "O", "C", "N", "C", "S", "N", "C", "C", "C", "C", "O", "C", "C", "O", "C", "C", "O", "C", "C", "C", "C", "C", "C", "C", "H", "H", "H", "H", "H", "H", "H", "H", "H", "H", "H", "H", "H", "H", "H", "H", "H", "H", "H", "H", "H", "H", "H", "H", "H", "H", "H", "H", "H", "H", "H", "H", "H", "H", "H"], "coordinates": [[-7.8863, -0.8653, 0.2704], [-6.9605, -1.7765, -0.5274], [-6.3645, -1.0983, -1.7616], [-5.4931, 0.1141, -1.4268], [-4.3959, -0.2388, -0.5580], [-4.2897, 0.1973, 0.7037], [-5.0488, 0.9860, 1.2329], [-3.0465, -0.3489, 1.4264], [-1.8486, 0.2961, 0.9440], [-1.1342, -0.1313, -0.1176], [-1.4995, -1.6041, -0.8242], [-0.1240, 0.6434, -0.5691], [0.7782, 0.1419, -1.5955], [2.1229, -0.1852, -1.0034], [2.1998, -1.1505, -0.0096], [3.4162, -1.4483, 0.5801], [3.5958, -2.3852, 1.5486], [2.4757, -3.1184, 1.9798], [4.5859, -0.7677, 0.1837], [5.7130, -1.1281, 0.8649], [6.9703, -1.0476, 0.2318], [4.4970, 0.2164, -0.8091], [5.6478, 0.8857, -1.1452], [5.6135, 1.7933, -2.2173], [3.2634, 0.4918, -1.3944], [0.2719, 1.9130, 0.0180], [0.6293, 1.8690, 1.5258], [-0.1804, 2.9902, 2.1907], [-0.5090, 3.9555, 1.0509], [-0.7630, 3.0464, -0.1497], [-8.3803, -1.4309, 1.0570], [-7.3285, -0.0582, 0.7376], [-8.6505, -0.4366, -0.3749], [-6.1518, -2.1227, 0.1200], [-7.5169, -2.6567, -0.8582], [-7.1690, -0.7676, -2.4214], [-5.7585, -1.8258, -2.3077], [-5.0921, 0.5404, -2.3532], [-6.0762, 0.8784, -0.9106], [-3.7124, -0.9077, -0.9016], [-2.9558, -1.4253, 1.2613], [-3.1444, -0.1430, 2.4942], [-1.7166, 1.2415, 1.2633], [0.8697, 0.8956, -2.3832], [0.3247, -0.7564, -2.0222], [1.3026, -1.6737, 0.2761], [2.0211, -3.6839, 1.1600], [1.7188, -2.4700, 2.4339], [2.8511, -3.8114, 2.7309], [6.9379, -1.4611, -0.7797], [7.6394, -1.6495, 0.8467], [7.3396, -0.0206, 0.1878], [6.6400, 2.1364, -2.3398], [5.2802, 1.3145, -3.1437], [4.9727, 2.6544, -1.9997], [3.1871, 1.2429, -2.1645], [1.1735, 2.2017, -0.5258], [1.6974, 2.0485, 1.6451], [0.4205, 0.8920, 1.9584], [-1.1026, 2.6072, 2.6338], [0.3815, 3.4766, 2.9862], [0.3519, 4.5950, 0.8512], [-1.3633, 4.5910, 1.2775], [-1.7849, 2.6651, -0.1396], [-0.6257, 3.5677, -1.0963]], "mulliken_charge": [-1.13, -0.30, -0.68, -0.91, 0.42, 0.86, -0.68, -1.55, 0.01, 0.61, -0.46, 0.09, -1.82, -0.17, -0.76, 0.90, -0.46, -0.87, 0.65, -0.49, -0.79, 1.00, -0.44, -0.92, -0.57, -0.80, -0.81, -0.57, -0.64, -0.53, 0.35, 0.26, 0.30, 0.21, 0.37, 0.38, 0.34, 0.33, 0.44, -0.11, 0.56, 0.42, -0.08, 0.34, 0.72, 0.41, 0.35, 0.33, 0.24, 0.32, 0.28, 0.23, 0.25, 0.36, 0.33, 0.44, 0.71, 0.43, 0.17, 0.31, 0.39, 0.33, 0.42, 0.27, 0.39]}